(1)
C32H54AuBrNO5Si as an isolated structure, computed with the ωB97M-V functional and the def2-TZVPD basis.

Output
E_tot = -4681.81886 a.u.
<S²> = 2.0279
Relative energy (zero: lowest compared OMol25 entry of this formula, charge and spin) = 1.052 eV
HOMO (spin up / spin down) = -11.6 / -11.5 eV

ORCA input file:
```
! wB97M-V def2-TZVPD RIJCOSX def2/J DEFGRID3
* xyz 1 3
Au -0.49116 1.31008 -0.24618
C 2.76544 -4.13212 -4.99048
C 1.36604 -3.92162 -4.40518
C 0.34974 -3.89312 -5.56198
C 1.03054 -5.09272 -3.46518
C 1.23114 -2.61402 -3.66348
C -0.02546 -2.24442 -3.16278
C -0.18246 -1.02742 -2.56488
Br -1.94506 -0.51392 -1.99668
C 0.86884 -0.07502 -2.40548
O 0.64394 1.09388 -1.92708
C 2.16894 -0.48962 -2.85678
C 2.28554 -1.71992 -3.48078
C 3.41954 0.35618 -2.68918
C 3.23904 1.63128 -1.86548
C 3.91004 0.77668 -4.08698
C 4.51144 -0.48582 -2.00648
H 2.76844 -5.04672 -5.57778
H 3.51224 -4.24112 -4.20698
H 3.04204 -3.31172 -5.65038
H 0.45324 -4.79392 -6.15878
H 0.53244 -3.03022 -6.19778
H -0.67226 -3.83992 -5.19838
H 1.07724 -6.02402 -4.02378
H 0.03314 -4.99652 -3.04238
H 1.75054 -5.14632 -2.65198
H -0.88516 -2.88792 -3.25848
H 3.25684 -2.01212 -3.84268
H 2.58934 2.34318 -2.36758
H 4.21024 2.10038 -1.72678
H 2.82734 1.41998 -0.88268
H 3.15984 1.38388 -4.58598
H 4.13494 -0.08192 -4.71258
H 4.81194 1.37208 -3.97868
H 4.16484 -0.85052 -1.04318
H 5.38874 0.13318 -1.84168
H 4.81264 -1.33662 -2.60978
C -2.77776 -1.77992 1.34852
C -2.89786 -1.59822 2.86072
C -2.21786 -2.77552 3.57472
C -4.35856 -1.49732 3.29992
O -2.27896 -0.40322 3.27712
Si -0.90736 0.33358 2.81972
O -1.16986 1.36468 1.61472
O -0.33076 1.13258 4.10642
C -0.96246 2.03058 4.99302
C -1.61196 1.22178 6.12292
C 0.14114 2.94028 5.53882
C -2.03066 2.84128 4.26342
O 0.14364 -0.83502 2.36662
C 1.54684 -0.92392 2.46982
C 1.94074 -1.06742 3.94262
C 2.18654 0.33808 1.89112
C 1.98424 -2.15532 1.66842
H -3.29476 -2.67992 1.02902
H -1.72866 -1.84972 1.07342
H -3.21136 -0.92232 0.84232
H -2.69286 -3.70972 3.29252
H -2.30026 -2.64692 4.64872
H -1.16566 -2.80482 3.30592
H -4.90376 -2.39502 3.02782
H -4.82676 -0.63552 2.83282
H -4.40326 -1.36942 4.37792
H -0.85246 0.67208 6.67162
H -2.31516 0.51648 5.68982
H -2.13396 1.88328 6.80622
H 0.89724 2.34268 6.04102
H -0.26966 3.65298 6.24472
H 0.61394 3.47908 4.72172
H -2.79256 2.17058 3.87892
H -1.58086 3.35628 3.41992
H -2.48666 3.56468 4.92972
H 1.56964 -0.20932 4.49362
H 3.01924 -1.12782 4.04572
H 1.49354 -1.96432 4.35922
H 1.92594 1.19758 2.50162
H 1.78644 0.50738 0.88692
H 3.26704 0.23908 1.83942
H 1.49594 -3.04612 2.05462
H 3.05984 -2.28482 1.74442
H 1.71204 -2.04052 0.62002
C -4.05886 6.30908 -2.66538
C -3.31136 5.15708 -2.09118
C -2.86206 4.11538 -2.89958
C -2.12066 3.09278 -2.34218
N -1.82926 3.05848 -1.05138
C -2.27056 4.01798 -0.25108
C -3.01106 5.08298 -0.73008
H -4.23406 6.17118 -3.72908
H -3.48876 7.22668 -2.52098
H -5.01436 6.43828 -2.15998
H -3.08146 4.10248 -3.95658
H -1.74536 2.28458 -2.94828
H -2.02116 3.91498 0.79242
H -3.34736 5.85348 -0.05148
*
```

Here are the Löwdin charges for atoms 1 to 4, given in e:
1 Au 1.08
2 C -0.05
3 C -0.55
4 C -0.03

=====

(2)
C32H54BrGeInN7O3Si3 as an isolated structure, computed with the ωB97M-V functional and the def2-TZVPD basis.

Output
E_tot = -7570.18121 a.u.
Relative energy (zero: lowest compared OMol25 entry of this formula, charge and spin) = 1.522 eV
HOMO = -10.3 eV

ORCA input file:
```
! wB97M-V def2-TZVPD RIJCOSX def2/J DEFGRID3
* xyz 1 1
In 0.12891 0.54417 -0.67052
N 0.77456 2.68985 -3.84797
C -0.21974 3.41107 -3.30926
N -0.54411 4.56193 -3.88880
C -1.54928 5.22864 -3.32334
N -1.87091 6.42486 -3.82400
N -2.25465 4.78402 -2.26942
C -1.84788 3.63030 -1.76845
N -0.84047 2.90259 -2.22920
C -2.59349 3.09280 -0.61601
C -3.74684 3.72530 -0.15293
C -4.45331 3.14266 0.88582
C -3.99834 1.94227 1.40915
C -2.83215 1.39764 0.89202
N -2.14364 1.96119 -0.08044
H 1.37370 3.16445 -4.50203
H 1.14740 1.95290 -3.26289
H -1.35829 6.77735 -4.61208
H -2.62243 6.95346 -3.41881
H -4.07231 4.63904 -0.62416
H -5.33781 3.61179 1.28966
H -4.53474 1.45106 2.20594
H -2.41937 0.46946 1.27291
C -2.97875 0.24806 -2.91213
O -1.59412 -0.00385 -2.90255
C -1.16070 -0.91906 -3.88857
C 0.31223 -0.65746 -4.20953
O 1.16855 -0.76453 -3.09272
C 1.60070 -2.07695 -2.81453
H -3.32196 0.57589 -3.89929
H -3.14544 1.03864 -2.18822
H -3.55530 -0.63193 -2.61278
H -1.73021 -0.78155 -4.81520
H -1.30727 -1.95051 -3.54253
H 0.41626 0.37165 -4.55961
H 0.63217 -1.34453 -5.00423
H 2.00361 -2.55155 -3.71411
H 0.79542 -2.69165 -2.40467
H 2.39979 -1.99539 -2.07996
O 1.43890 0.97053 1.64616
N 2.70631 1.04221 1.80727
C 3.41355 -0.08670 1.99780
C 4.78119 -0.07250 2.13942
C 5.46227 1.13473 2.09848
C 4.72045 2.29388 1.92796
C 3.34976 2.22340 1.80618
H 2.82029 -0.98712 2.00512
H 5.30610 -1.00459 2.27988
H 6.53424 1.17468 2.19598
H 5.20162 3.25868 1.89834
H 2.72732 3.09360 1.67605
C -4.29244 -1.66130 0.91919
Si -2.68622 -2.67590 0.63917
C -2.87508 -4.23274 1.73739
C -2.67673 -3.28685 -1.18289
Ge -0.48209 -1.67521 1.28307
Si 1.12458 -3.61987 1.09232
C 0.58544 -4.92106 -0.21393
C 2.98769 -3.26801 0.73459
C 1.10107 -4.47660 2.80723
Si -0.58916 -0.94688 3.69115
C -1.16034 -2.40536 4.79703
C -1.90962 0.40886 3.94719
C 1.05089 -0.31265 4.43394
H -5.15812 -2.30420 0.78679
H -4.39300 -0.82825 0.23029
H -4.34756 -1.26952 1.92964
H -3.88797 -4.62086 1.69000
H -2.65729 -4.01966 2.77752
H -2.20452 -5.02485 1.42348
H -3.08445 -4.29090 -1.25560
H -1.66750 -3.30342 -1.58705
H -3.27892 -2.64462 -1.81761
H 0.92725 -4.66271 -1.21167
H -0.49115 -5.04309 -0.25150
H 1.01130 -5.89113 0.02515
H 3.13258 -2.41474 0.07842
H 3.44426 -4.13027 0.25854
H 3.54179 -3.09015 1.65158
H 0.09657 -4.78877 3.07139
H 1.46985 -3.81698 3.58717
H 1.72667 -5.36461 2.80341
H -2.16492 -2.72470 4.54251
H -1.17504 -2.08970 5.83602
H -0.51102 -3.26928 4.73508
H -2.89831 0.07001 3.65249
H -1.67511 1.31107 3.39294
H -1.95416 0.66987 4.99997
H 1.87785 -0.99300 4.26049
H 0.96279 -0.17420 5.50658
H 1.30187 0.65018 4.00901
Br 6.07146 4.24223 -1.51229
C 4.43391 3.25979 -1.39230
C 3.24607 3.94094 -1.18871
C 2.07354 3.21367 -1.05618
C 2.06285 1.82945 -1.16461
C 3.27004 1.17828 -1.36604
C 4.46119 1.87969 -1.47253
H 3.24167 5.01997 -1.12313
H 1.14717 3.74515 -0.87099
H 3.29265 0.09792 -1.43751
H 5.39598 1.36007 -1.61937
*
```

Here are the Löwdin charges for atoms 1 to 4, given in e:
1 In 0.90
2 N 0.19
3 C -0.44
4 N 0.19

=====

(3)
C32H54GaGeNOSe2Te as an isolated structure, computed with the ωB97M-V functional and the def2-TZVPD basis.

Output
E_tot = -10453.25892 a.u.
<S²> = 0.7545
Relative energy (zero: lowest compared OMol25 entry of this formula, charge and spin) = 3.016 eV
HOMO (spin up / spin down) = -15.3 / -15.3 eV

ORCA input file:
```
! wB97M-V def2-TZVPD RIJCOSX def2/J DEFGRID3
* xyz 3 2
Ga -1.63808 0.29694 1.08628
C 0.67336 -4.00005 3.00143
Se -0.58521 -2.70029 2.30631
C -0.94462 -3.52511 0.56331
C -2.33787 -3.23287 0.02001
Se -2.40103 -1.58676 -1.07520
C -4.30559 -1.61448 -1.49274
H 1.50868 -4.09336 2.30813
H 0.15413 -4.95106 3.12352
H 1.02176 -3.63734 3.96595
H -0.81158 -4.59577 0.72528
H -0.16271 -3.18309 -0.12104
H -3.07988 -3.13818 0.81425
H -2.64114 -4.04630 -0.63796
H -4.89456 -1.56643 -0.58086
H -4.53267 -2.52678 -2.03863
H -4.51001 -0.75610 -2.12731
C -4.68836 2.88444 5.20274
C -5.62384 3.50655 4.16411
C -5.85659 2.57880 2.97691
C -4.56059 2.17731 2.26118
Ge -3.49130 0.89237 3.33284
C -4.19783 -0.94923 3.64094
C -4.72457 -1.24140 5.05725
C -3.65018 -1.74383 6.02034
C -2.49430 -0.76600 6.21640
H -4.88507 3.27398 6.19995
H -3.63840 3.09266 4.98370
H -4.84768 1.79125 5.25768
H -5.21512 4.45881 3.82175
H -6.59094 3.71239 4.62225
H -6.50530 3.07497 2.25303
H -6.38391 1.68344 3.32389
H -3.94648 3.05122 2.03566
H -4.80829 1.67494 1.32375
H -2.24979 1.39464 4.09096
H -3.41386 -1.66484 3.38447
H -5.00562 -1.04798 2.91228
H -5.49354 -2.01085 4.96647
H -5.21081 -0.35967 5.48266
H -3.26374 -2.70211 5.65888
H -4.12733 -1.92790 6.98299
H -1.85163 -0.72202 5.33006
H -1.87280 -1.07585 7.05498
H -2.86520 0.23839 6.43585
C 1.14893 2.01143 1.30532
C 0.93418 1.12848 0.10621
O 1.85607 1.32092 -0.85188
N -0.00677 0.27060 -0.04265
Te 1.57205 0.08999 -2.42798
C 2.02820 1.41864 -4.01968
C 2.04598 2.81376 -4.00509
C 1.66585 3.66439 -2.82518
C 2.43821 3.46333 -5.17094
C 2.72845 2.78083 -6.34472
C 3.10479 3.50087 -7.59745
C 2.59733 1.38891 -6.34683
C 2.23097 0.69338 -5.21209
C 2.05856 -0.80476 -5.26556
C 3.46615 -0.80353 -2.06043
C 3.47777 -2.18428 -1.82146
C 2.30954 -3.09273 -2.11047
C 4.64496 -2.75830 -1.33300
C 5.78494 -2.00514 -1.08857
C 7.01016 -2.61294 -0.48138
C 5.75855 -0.64791 -1.40601
C 4.62341 -0.01480 -1.88494
C 4.70023 1.45003 -2.21418
H 2.02894 2.63574 1.17593
H 1.28478 1.39044 2.19075
H 0.27696 2.64757 1.46421
H 1.14418 3.10410 -2.05467
H 1.01215 4.46725 -3.16389
H 2.54638 4.13572 -2.38418
H 2.49341 4.54544 -5.16231
H 3.13567 4.57818 -7.45656
H 2.39932 3.27130 -8.39765
H 4.08159 3.16695 -7.95254
H 2.77280 0.84677 -7.26837
H 2.09200 -1.15189 -6.29603
H 1.08285 -1.10064 -4.86067
H 2.85259 -1.32507 -4.72158
H 1.38191 -2.53588 -2.26524
H 2.17001 -3.80094 -1.29223
H 2.50418 -3.67691 -3.01131
H 4.65960 -3.82503 -1.14106
H 6.87514 -3.67214 -0.27557
H 7.25545 -2.10432 0.45191
H 7.86664 -2.49419 -1.14605
H 6.65283 -0.05701 -1.24746
H 5.56816 1.89783 -1.73474
H 3.81490 1.98731 -1.89480
H 4.81915 1.58081 -3.29160
*
```

Here are the Löwdin charges for atoms 1 to 4, given in e:
1 Ga 0.63
2 C -0.27
3 Se 1.22
4 C -0.46

=====

(4)
C32H55Cl2N11S2Tl as an isolated structure, computed with the ωB97M-V functional and the def2-TZVPD basis.

Output
E_tot = -3743.86404 a.u.
Relative energy (zero: lowest compared OMol25 entry of this formula, charge and spin) = 0.270 eV
HOMO = -3.9 eV

ORCA input file:
```
! wB97M-V def2-TZVPD RIJCOSX def2/J DEFGRID3
* xyz -1 1
Tl 0.38834 -0.65482 0.00526
C -3.91531 -2.65987 3.28225
N -2.61386 -3.29310 3.32958
C -2.41456 -4.16263 4.44804
C -1.47963 -2.84582 2.67204
N -1.24043 -1.59736 2.44860
C -1.93076 -0.53579 3.10241
C -1.21186 0.77085 3.03731
N -0.94169 1.52870 1.79061
C -2.05819 2.03181 1.00581
C -3.23315 1.08033 0.63282
N -2.80470 -0.10393 -0.01728
C -3.37546 -0.49477 -1.13934
N -4.06369 0.21667 -2.21780
C -5.41554 -0.22718 -2.50430
C -3.66854 1.53195 -2.63585
N -3.26853 -1.80784 -1.50938
C -2.74806 -2.79270 -0.60498
C -3.14846 -2.21978 -2.88594
C 0.07055 2.55543 2.14782
C 0.48241 3.49977 1.02916
N 0.91959 2.97921 -0.21007
C 2.12375 3.26392 -0.60015
N 3.09168 3.84606 0.22261
C 3.96741 4.84424 -0.26981
C 3.54463 3.14204 1.45301
N 2.49045 2.99363 -1.90505
C 3.75721 2.34693 -2.17204
C 1.47538 2.61911 -2.87000
N -0.67094 -3.85179 2.15789
C 0.67124 -3.64567 1.63722
C -1.39230 -5.08153 1.69740
H -4.68036 -3.39490 3.11145
H -3.91679 -2.06438 2.36009
H -4.14942 -1.95966 4.10618
H -2.32581 -3.60840 5.42013
H -1.50324 -4.64366 4.31940
H -3.27230 -4.89528 4.58650
H -2.12008 -0.73435 4.18002
H -2.96166 -0.47867 2.76064
H -0.26964 0.51155 3.45693
H -1.65637 1.42385 3.81537
H -1.66362 2.35357 0.06132
H -2.47571 2.98352 1.45928
H -3.98824 1.74358 0.14560
H -3.74680 0.85930 1.56693
H -5.40518 -1.27645 -2.14006
H -5.60755 -0.28126 -3.55613
H -6.11368 0.38255 -2.00465
H -2.55671 1.58669 -2.62310
H -4.04734 2.47085 -2.14719
H -3.99308 1.61879 -3.70084
H -3.29127 -2.62948 0.33464
H -1.67071 -2.58114 -0.40871
H -2.84141 -3.82233 -0.94552
H -3.32505 -1.41161 -3.56345
H -3.84591 -3.08988 -3.08315
H -2.11004 -2.55433 -3.08300
H 0.90610 2.03880 2.57683
H -0.31029 3.15324 2.98892
H 1.15987 4.25905 1.44278
H -0.38783 4.10118 0.84277
H 3.65138 5.07632 -1.29513
H 5.05225 4.57618 -0.22424
H 3.83727 5.69058 0.36412
H 2.89563 2.26748 1.64717
H 3.37901 3.73905 2.31320
H 4.57018 2.89431 1.29857
H 4.43740 2.67981 -1.40509
H 4.19136 2.69366 -3.11647
H 3.59056 1.25515 -2.23517
H 1.79641 2.78108 -3.91828
H 1.26136 1.53268 -2.81031
H 0.57769 3.22185 -2.69325
H 1.01672 -2.71563 2.04252
H 0.59657 -3.56288 0.54824
H 1.34370 -4.40569 1.98429
H -2.46146 -4.99439 1.90981
H -0.94843 -5.99327 2.12449
H -1.20078 -5.11271 0.60575
Cl 3.63361 -1.20821 -0.58334
C 4.67051 -0.36606 0.51245
C 5.91065 -0.04598 0.05630
C 6.87210 0.45996 0.91057
C 6.52386 0.77990 2.20677
C 5.21566 0.47626 2.65065
Cl 4.85196 0.94004 4.25052
C 4.25475 -0.12305 1.84220
S 2.69821 -0.44230 2.40179
H 6.23245 -0.31417 -0.91955
H 7.86217 0.53346 0.57724
H 7.25975 1.15991 2.95634
S 0.85372 -2.76335 -2.34757
C 0.66771 -1.49323 -3.45895
C 1.46357 -1.52540 -4.62947
C 1.28363 -0.63292 -5.67467
C 0.27589 0.31999 -5.52325
C -0.33104 0.40543 -4.26019
N -0.11204 -0.41767 -3.24742
H 2.20370 -2.29104 -4.75408
H 1.96444 -0.69652 -6.50659
H 0.05567 1.08890 -6.28892
H -1.11459 1.19563 -4.14888
*
```

Here are the Löwdin charges for atoms 1 to 4, given in e:
1 Tl 0.61
2 C -0.08
3 N -0.19
4 C -0.08

=====

Which of these has the highest relative energy (zero: lowest compared OMol25 entry of this formula, charge and spin)? C32H54GaGeNOSe2Te

=====

Which value of E_tot does entry 4 give? -3743.86404 a.u.

=====

Which of these has the highest E_tot? C32H55Cl2N11S2Tl